(P)
The following is a quantum chemistry calculation of 2 unconnected molecules or ions with the total composition C2H5ClOS, from the Open Molecules 2025 dataset.

Values from the calculation:
Net charge: 0
Gap between HOMO and LUMO (eV): 9.980
Highest occupied orbital energy (eV): -9.632
E_LUMO (eV): 0.349

Atoms and positions in Å:
C 0.822 0.663 -0.660
C -0.410 0.081 0.011
O -0.656 0.495 1.324
S -0.760 -1.784 -0.102
Cl 2.374 -0.101 -0.187
H 0.852 1.562 -0.099
H 0.643 0.740 -1.765
H -1.575 0.667 -1.032
H -1.450 -0.059 1.769
H 0.160 -2.264 0.741

---

(Q)
The following is a quantum chemistry calculation of 2 unconnected molecules or ions with the total composition C2H5ClOS, from the Open Molecules 2025 dataset.

Values from the calculation:
Net charge: 0
Gap between HOMO and LUMO (alpha / beta) (eV): 7.366 / 7.368
Highest occupied orbital energy (alpha / beta) (eV): -8.601 / -8.601
E_LUMO (alpha / beta) (eV): -1.234 / -1.233

Atoms and positions in Å:
C -0.175 1.133 -0.654
C 0.578 0.085 0.012
O 0.601 -1.096 -0.635
S -1.169 -0.848 1.817
Cl 2.053 0.526 0.855
H 0.025 2.240 -0.597
H -0.208 0.858 -1.790
H -1.229 0.958 -0.338
H 0.667 -1.757 0.082
H -1.143 -2.099 1.247

---

Preferred: (Q); penalty for the next structure: 33.5 kJ/mol.

---

(P)
The following is a quantum chemistry calculation of 3 unconnected molecules or ions with the total composition C3H11N2O2, from the Open Molecules 2025 dataset.

Values from the calculation:
Net charge: +1
Gap between HOMO and LUMO (eV): 3.419
Highest occupied orbital energy (eV): -12.348
E_LUMO (eV): -8.929

Atoms and positions in Å:
N -3.711 0.000 3.037
C 1.448 1.145 -0.228
C 3.042 1.123 -0.153
C 0.637 0.057 -0.580
N 1.317 -1.041 -1.076
O -0.636 0.002 -0.583
H -3.306 0.149 3.934
H -4.366 0.761 2.941
H -4.277 -0.921 3.177
H 0.887 2.012 0.047
H 3.412 2.094 0.192
H 3.221 0.354 0.596
H 3.481 0.823 -1.120
H 0.710 -1.623 -1.683
H 2.334 -0.938 -1.288
H -1.867 -1.779 -2.844
H -1.216 -0.711 -1.904
O -1.110 -1.505 -2.465

---

(Q)
The following is a quantum chemistry calculation of 2 unconnected molecules or ions with the total composition C3H11N2O2, from the Open Molecules 2025 dataset.

Values from the calculation:
Net charge: +1
Gap between HOMO and LUMO (eV): 5.431
Highest occupied orbital energy (eV): -14.684
E_LUMO (eV): -9.253

Atoms and positions in Å:
O 0.328 -1.235 -0.018
C 0.961 -0.114 -0.424
N 1.989 0.359 0.408
C 0.017 1.101 -0.530
N -1.121 0.676 -1.343
C -2.028 -0.411 -0.818
H 1.599 0.319 1.387
H 2.805 -0.184 0.393
H 0.316 2.009 -1.043
H -0.326 1.397 0.465
H -0.458 -0.545 2.959
H -0.725 0.508 -2.301
H -1.403 -1.258 -0.557
H -2.417 0.072 0.082
H -2.943 -0.546 -1.379
H 1.340 -0.399 -1.471
H 0.002 -0.857 1.378
O -0.023 -0.168 2.175

---

(R)
The following is a quantum chemistry calculation of 2 unconnected molecules or ions with the total composition C3H11N2O2, from the Open Molecules 2025 dataset.

Values from the calculation:
Net charge: +1
Gap between HOMO and LUMO (eV): 10.558
Highest occupied orbital energy (eV): -13.913
E_LUMO (eV): -3.355

Atoms and positions in Å:
O -1.884 -0.409 -0.666
C -1.235 0.337 0.032
N -1.839 1.322 0.761
C 0.286 0.286 0.094
N 0.686 -1.103 0.430
C 1.957 -1.134 1.265
H -2.843 1.273 0.762
H -1.282 1.774 1.467
H 0.701 0.670 -0.833
H 0.635 0.996 0.845
H 0.897 -1.694 -0.372
H -0.045 -1.571 0.962
H 2.773 -0.783 0.638
H 2.179 -2.187 1.340
H 1.880 -0.515 2.147
H -1.387 0.351 -3.210
H -0.714 1.617 -3.065
O -0.765 0.770 -2.596

---

Preferred: (R); penalty for the next structure: 390.7 kJ/mol.

---

(P)
The following is a quantum chemistry calculation of 2 unconnected molecules or ions with the total composition C3H11N2O2, from the Open Molecules 2025 dataset.

Values from the calculation:
Net charge: +1
Gap between HOMO and LUMO (eV): 11.288
Highest occupied orbital energy (eV): -14.582
E_LUMO (eV): -3.294

Atoms and positions in Å:
N 0.099 1.737 1.185
C -0.809 0.756 0.381
C -0.471 0.966 -1.047
C -0.320 -0.648 0.795
N -0.836 -1.789 0.199
O 0.606 -0.664 1.574
H -0.399 2.028 1.961
H 0.378 2.532 0.581
H 0.796 1.232 1.706
H -1.951 0.908 0.589
H 0.406 0.227 -1.488
H -0.125 1.939 -1.410
H -1.308 0.800 -1.785
H -0.444 -2.636 0.490
H -1.578 -1.825 -0.432
H 1.809 -1.695 -0.396
H 2.468 -2.170 -1.522
O 1.679 -1.695 -1.382

---

(Q)
The following is a quantum chemistry calculation of 2 unconnected molecules or ions with the total composition C3H11N2O2, from the Open Molecules 2025 dataset.

Values from the calculation:
Net charge: +1
Gap between HOMO and LUMO (eV): 9.711
Highest occupied orbital energy (eV): -13.725
E_LUMO (eV): -4.013

Atoms and positions in Å:
N 0.391 -1.382 -1.775
C -0.126 -0.599 -0.555
C -0.657 -1.214 0.653
N -0.934 -0.441 1.723
C -0.963 1.053 1.841
O -0.780 -2.453 0.645
H -0.214 -1.250 -2.768
H 0.471 -2.443 -1.476
H 1.428 -0.947 -1.981
H 0.678 0.136 -0.186
H -0.931 0.143 -0.905
H -1.455 -0.859 2.460
H -1.360 1.629 2.623
H -1.727 1.308 1.182
H 0.033 1.554 1.776
H 2.255 1.804 -0.329
H 2.208 2.131 -1.776
O 1.684 1.830 -1.151

---

Preferred: (P); penalty for the next structure: 162.3 kJ/mol.